# 1
C34H24Cl2F3O4RuSSbTe | the ωB97M-V functional and the def2-TZVPD basis

Output
Kohn-Sham gap: 4.8 eV
Net charge: -2
Energy relative to the best compared isomer or geometry (same formula, charge and spin): 0.0 kJ/mol
HOMO energy: -0.83 eV

Last column: Mulliken charge in e.
Cartesian coordinates (Å):
H: -0.982 -1.331 -5.993  0.590
H: 0.305 2.228 1.708  0.551
C: 0.279 -0.171 -7.275  -0.843
C: 1.644 1.958 4.068  0.531
H: -3.318 -1.835 -2.141  0.226
C: 2.362 -0.218 -1.921  0.182
H: 5.014 -0.047 -2.255  0.394
C: -3.022 0.573 -4.494  -0.296
C: 0.466 1.345 3.640  0.500
C: -0.221 -0.560 -6.035  -0.153
H: 3.844 -2.039 2.103  0.400
C: 0.511 -4.677 -4.263  -0.755
H: -0.864 0.953 2.064  -0.094
H: -1.365 -5.505 -1.566  0.443
C: -0.378 -2.686 -3.215  0.303
Ru: 0.082 -0.160 -0.534  -0.091
C: 3.433 -0.656 -0.954  0.415
C: 4.770 -0.482 -1.292  -0.422
H: -3.882 1.184 0.975  0.358
H: -0.061 -0.625 -8.196  0.409
H: 1.569 1.484 -4.025  0.401
H: -4.407 0.066 -0.319  0.293
C: -3.598 -1.107 -2.893  -0.529
O: 2.216 -0.846 -2.981  -0.591
C: 2.364 1.508 5.165  -0.555
H: 0.941 -2.687 -4.909  0.443
H: 6.817 -0.713 -0.689  0.356
Te: -1.859 3.286 3.063  -0.567
F: -6.617 0.217 -4.375  -0.370
F: 1.719 1.218 -8.513  -0.372
C: 1.228 0.826 -7.307  0.434
O: -1.485 1.332 -0.751  -0.735
Sb: -0.549 -0.570 -2.981  2.045
H: 0.396 -1.104 6.014  0.336
C: 1.199 1.033 -4.938  -0.677
C: 4.112 -1.607 1.147  -0.736
C: -0.898 -4.872 -2.309  -0.928
H: -0.857 -0.268 4.063  0.379
C: -0.334 1.809 2.480  -1.274
C: 0.053 0.230 4.378  -0.222
C: 0.239 0.025 -4.862  -0.051
H: -1.524 -3.031 -1.427  0.328
F: -0.048 -6.791 -3.384  -0.365
O: 1.719 0.840 -1.574  -0.823
O: -1.982 -0.658 0.005  -0.929
C: 1.697 1.444 -6.166  -0.681
H: -2.284 1.171 -5.015  0.413
C: -2.614 -0.380 -3.564  0.250
C: -2.328 0.524 -0.302  1.475
C: -4.367 0.780 -4.777  -0.786
H: 6.219 -1.729 1.499  0.339
Cl: 2.271 3.338 3.206  -0.261
C: -4.948 -0.917 -3.160  -0.544
H: 3.272 2.025 5.446  0.376
H: 2.481 0.053 6.735  0.352
C: -3.770 0.912 -0.076  -0.669
C: 3.087 -1.222 0.277  0.703
H: 1.116 -5.164 -5.017  0.427
H: -5.716 -1.475 -2.641  0.402
C: -5.301 0.024 -4.103  0.451
Cl: -4.291 2.291 -1.068  -0.224
S: 1.402 -1.471 0.751  -0.525
C: -0.152 -5.436 -3.322  0.425
C: 0.395 -3.294 -4.198  -0.362
C: 1.919 0.408 5.879  -0.358
H: -4.690 1.520 -5.498  0.416
H: 2.443 2.225 -6.243  0.436
C: 0.754 -0.235 5.474  -0.683
C: 5.778 -0.859 -0.418  -0.568
C: -0.996 -3.488 -2.258  -0.241
C: 5.442 -1.428 0.806  -0.499



# 2
C26H19AuF3IN2O3 | the ωB97M-V functional and the def2-TZVPD basis

Output
2S+1: 3
Kohn-Sham gap (spin up / spin down): 6.7 / 8.0 eV
Net charge: 0
Energy relative to the best compared isomer or geometry (same formula, charge and spin): 0.0 kJ/mol
HOMO energy (spin up / spin down): -6.85 / -8.58 eV
⟨S²⟩: 2.011

Last column: Mulliken spin population.
Cartesian coordinates (Å):
H: -0.512 -2.040 -3.326  -0.001
H: -2.356 -1.277 2.829  -0.006
C: -4.485 2.732 3.619  0.023
N: 1.510 -1.685 -3.027  -0.005
F: -6.970 1.363 1.440  0.001
C: -3.390 1.588 1.831  0.279
H: -0.108 4.095 5.991  -0.001
C: 1.914 -2.420 -4.253  -0.001
H: 5.250 -2.547 -3.387  0.000
H: 3.534 -3.663 -4.885  0.000
C: -4.623 1.255 1.293  -0.052
C: 0.219 -1.535 -2.713  0.011
H: 3.131 -3.813 -3.174  0.000
C: 0.630 -0.131 -0.818  -0.016
H: 1.280 -3.993 -5.537  0.000
H: 1.733 3.148 4.578  0.000
C: -1.939 2.633 3.552  0.018
H: 2.670 0.979 0.473  -0.001
C: 4.758 -0.550 -1.719  0.000
C: 2.471 -1.053 -2.243  0.001
C: -1.650 3.351 4.714  0.009
N: -0.926 2.140 2.822  0.116
C: -3.293 2.334 3.021  -0.069
C: 3.249 -3.101 -3.996  0.000
H: -4.692 0.672 0.383  0.006
H: 2.057 -1.672 -5.041  0.000
O: -2.375 -1.617 -2.361  0.011
C: -1.308 -1.320 2.576  0.835
H: 1.081 1.883 2.516  0.005
H: 0.608 -4.112 -3.906  0.000
C: 0.693 3.019 4.314  0.009
H: 5.821 -0.652 -1.901  0.000
C: -0.285 -0.808 -1.665  0.004
C: -1.814 -0.873 -1.564  0.011
C: -5.726 2.421 3.108  -0.007
I: -0.690 -2.890 1.433  0.096
F: 5.249 0.859 0.096  0.000
C: 3.000 0.377 -0.360  -0.001
O: -2.422 -0.153 -0.701  0.106
C: -5.765 1.678 1.945  0.011
H: -6.628 2.747 3.605  -0.001
C: 4.308 -2.067 -3.656  0.000
H: -2.446 3.755 5.315  0.000
Au: -1.625 0.983 0.989  0.578
C: 0.341 2.320 3.176  -0.007
C: 2.050 -0.275 -1.157  0.004
C: 3.846 -1.197 -2.519  0.000
O: 0.353 0.561 0.195  0.036
C: -0.332 3.539 5.089  -0.005
H: 4.508 -1.449 -4.537  0.000
F: -4.473 3.461 4.760  0.002
C: 0.864 -3.420 -4.709  0.000
C: 4.323 0.236 -0.657  0.000
H: -0.049 -2.948 -5.067  0.000
H: -0.567 -0.867 3.215  -0.005



# 3
C5H6FNO | the ωB97M-V functional and the def2-TZVPD basis

Output
Kohn-Sham gap: 8.6 eV
Net charge: 0
Energy relative to the best compared isomer or geometry (same formula, charge and spin): 387.8 kJ/mol
HOMO energy: -8.24 eV
SMILES: C=C(F)/C(C=O)=C/N

Last column: Mulliken charge in e.
Cartesian coordinates (Å):
H: 0.555 0.259 -2.615  0.247
O: -2.074 -0.954 -0.290  -0.647
H: -1.639 0.181 3.027  0.272
H: -2.115 -0.721 1.600  0.262
C: -0.325 0.157 1.462  -0.003
C: 1.325 0.575 -0.699  0.546
N: -1.361 -0.325 2.100  -0.386
C: 0.096 -0.090 0.078  0.035
C: -0.863 -0.924 -0.690  -0.092
H: 0.430 0.760 2.066  0.300
C: 1.471 0.654 -2.042  -0.741
F: 2.174 1.029 0.199  -0.254
H: 2.450 0.957 -2.622  0.246
H: -0.123 -1.558 -1.573  0.213



# 4
C2H11N4 | the ωB97M-V functional and the def2-TZVPD basis

Output
Kohn-Sham gap: 9.3 eV
Net charge: +1
Energy relative to the best compared isomer or geometry (same formula, charge and spin): 405.3 kJ/mol
HOMO energy: -14.14 eV

Last column: Mulliken charge in e.
Cartesian coordinates (Å):
H: 1.230 1.356 2.031  0.288
H: 0.909 0.459 3.229  0.279
H: 0.796 -0.605 -2.552  0.342
H: -0.161 1.516 2.786  0.250
N: 1.225 -1.467 -0.210  -0.768
H: -1.973 0.341 -1.799  0.221
H: -1.113 -1.530 1.011  0.356
H: 1.373 -1.697 0.803  0.295
C: -0.165 -0.762 -1.933  -0.322
H: -0.657 -1.732 -2.090  0.340
N: -1.104 0.280 -2.285  -0.453
H: -1.723 -0.234 0.156  0.306
C: -0.791 -0.684 0.446  -0.654
N: 0.462 0.883 2.439  -0.826
H: -0.599 1.162 -2.511  0.259
H: -0.185 0.023 1.270  0.301
N: 0.173 -0.963 -0.488  0.787



# 5
C28H25BeN7O3S | the ωB97M-V functional and the def2-TZVPD basis

Output
Kohn-Sham gap (spin up / spin down): 6.1 / 6.0 eV
Net charge: 0
HOMO energy (spin up / spin down): -6.92 / -6.92 eV

Last column: Mulliken charge in e.
Cartesian coordinates (Å):
H: -4.360 -1.051 -4.624  0.335
H: 0.565 2.503 2.227  0.330
H: -0.887 5.979 -2.371  0.302
H: -3.487 2.573 -2.530  0.533
C: -2.233 4.287 -2.598  -0.532
H: 5.808 0.774 0.853  0.386
H: -1.203 -3.464 0.919  0.380
C: 2.705 1.176 -0.196  0.243
C: -2.569 0.068 -1.895  -0.105
O: 3.128 0.494 6.913  -0.500
C: -1.441 2.196 -1.705  0.683
H: -1.024 -2.693 -3.484  0.335
C: -0.024 4.201 -1.584  -0.832
H: 4.382 2.439 -0.378  0.485
H: -2.495 -1.000 0.011  0.385
H: -1.172 -4.962 -2.459  0.412
C: -3.039 -0.821 -0.952  0.224
C: 0.237 0.377 2.762  0.716
C: -3.858 -1.846 -1.287  -0.585
C: 1.504 1.991 4.093  -1.143
C: -4.067 -1.063 -3.546  -0.739
H: -2.893 0.661 -3.952  0.529
H: 1.775 3.010 4.372  0.451
C: 0.288 -1.327 -2.459  0.296
O: 2.921 2.577 6.340  -0.586
N: 1.907 2.234 -0.702  -1.308
C: 0.601 -0.634 3.699  -0.979
C: -4.374 -2.008 -2.542  -0.596
H: -2.985 4.995 -3.016  0.318
N: 0.207 -1.250 -1.071  0.399
N: -0.558 -2.721 0.655  -0.038
C: -2.516 2.967 -2.302  -1.237
H: 1.724 -1.135 5.371  0.161
C: -0.993 4.882 -2.251  -0.669
H: -0.274 -5.487 -0.981  0.267
N: 2.068 0.116 0.249  0.233
N: 0.706 1.861 -0.909  1.390
C: 4.246 -0.632 0.967  -0.880
C: -0.889 -4.696 -1.435  -1.093
H: 0.622 -3.260 -3.495  0.395
C: -0.091 -2.718 -2.908  -0.331
H: -4.049 -2.612 -0.526  0.433
H: 3.034 -0.388 6.520  0.290
C: 1.873 0.972 4.913  1.215
C: 4.064 1.437 -0.134  -0.680
C: -0.187 2.786 -1.325  0.515
N: -1.473 0.861 -1.495  0.857
O: 0.509 -0.414 -3.229  -0.618
S: -0.926 0.173 1.498  -0.547
H: -0.732 -1.869 1.193  -0.329
H: 2.318 -1.723 1.034  0.296
H: 0.163 -1.607 3.600  0.387
C: -0.269 -2.477 -0.651  -0.163
H: 0.855 4.723 -1.224  0.440
C: 0.781 1.669 2.939  -0.318
H: 4.750 -1.395 1.593  0.355
H: -5.174 -2.798 -2.573  0.291
C: 4.820 0.515 0.535  -0.319
C: 2.869 -0.778 0.813  -0.025
C: 2.693 1.428 6.045  0.487
N: -0.301 -3.367 -1.623  0.172
C: -3.150 -0.013 -3.154  -0.320
C: 1.436 -0.322 4.705  -0.618
Be: -0.044 0.267 -0.461  -0.189
H: -1.823 -4.660 -0.794  0.354



Number 1: E_tot -104285.3324 eV, M 1007.0 g mol⁻¹. Number 2: E_tot -56337.0577 eV, M 788.3 g mol⁻¹. Number 3: E_tot -11534.1375 eV, M 115.1 g mol⁻¹. Number 4: E_tot -8203.6147 eV, M 91.1 g mol⁻¹. Number 5: E_tot -57254.0981 eV, M 548.6 g mol⁻¹.